Density functional theory data (ωB97M-V/def2-TZVPD) for a cluster of 13 separate species, C48H123BN11O20 in total at a distorted geometry.

Energy relative to the best compared isomer or geometry (same formula, charge and spin) = 0.0 kJ/mol
Highest occupied orbital energy = -6.2 eV
Frontier orbital gap = 8.22 eV
Calculated total energy = -109791.937 eV
Total charge = -1
Multiplicity = 1
Lowest unoccupied orbital energy = 0.0759 Eh

Last column: Löwdin charge in e.
CARTESIAN COORDINATES (ANGSTROEM)
H -0.433 25.370 -22.922  0.143
C 2.561 32.036 -12.958  -0.131
N -7.272 26.379 -21.461  0.043
C 4.143 23.511 -23.253  -0.457
H 2.585 32.259 -23.265  0.081
C -6.850 31.134 -18.003  -0.445
H 4.417 22.568 -25.171  0.083
H -0.322 30.466 -16.980  0.068
H -3.701 24.764 -22.368  0.087
H 7.088 22.455 -24.267  0.077
H 1.152 22.241 -21.333  0.087
O 0.744 20.884 -16.038  -0.176
H 3.113 30.119 -18.437  0.121
C 8.010 31.356 -20.558  -0.115
H 2.403 24.210 -24.068  0.023
H -3.565 26.466 -16.390  0.061
H 0.769 30.301 -12.854  0.124
C 3.973 31.684 -17.252  -0.422
H 7.600 26.399 -22.233  0.065
H -4.408 27.354 -15.136  0.086
H 8.886 31.787 -21.042  0.084
H 0.174 27.575 -11.285  0.122
H 8.100 26.738 -20.603  0.076
H 0.787 22.272 -23.984  0.072
H 1.615 30.022 -25.048  0.135
C -5.399 25.540 -15.753  -0.427
H -7.129 24.650 -14.810  0.124
H 0.371 31.866 -16.226  0.077
C -1.094 24.534 -22.635  -0.217
H 3.044 27.728 -17.394  0.086
H 4.417 28.014 -18.463  0.086
O -7.598 30.006 -20.893  -0.249
C 0.173 22.914 -17.145  -0.406
C -5.617 30.312 -18.325  -0.205
H -3.229 29.588 -17.515  0.086
H -7.117 25.846 -16.882  0.078
H 3.157 29.361 -23.466  0.038
O 1.100 28.592 -20.014  0.234
H 5.421 24.921 -22.256  0.109
C -6.745 31.887 -16.706  -0.067
H 7.274 29.022 -19.528  0.131
O -5.447 24.444 -13.615  -0.178
H -3.251 29.601 -19.243  0.078
C 0.729 23.989 -18.058  -0.044
H 1.394 23.989 -21.285  0.072
H -1.261 28.781 -15.247  0.039
H -6.742 31.248 -15.816  0.078
H -5.103 24.584 -16.201  0.140
N 0.031 26.452 -13.718  0.044
H -1.743 29.794 -14.127  0.084
C -0.247 23.293 -22.587  -0.395
H -5.483 29.193 -21.703  0.081
H -0.917 22.432 -22.681  0.139
C -3.282 30.275 -18.373  -0.108
C -0.505 24.437 -12.540  -0.075
C 1.011 31.637 -27.432  -0.131
H 1.968 32.621 -12.239  0.091
H 8.670 27.841 -21.817  0.076
H -5.118 25.202 -18.185  -0.019
C -0.531 25.937 -12.442  -0.451
H 6.034 23.258 -22.278  0.123
H 5.794 27.467 -20.913  0.119
C -6.907 27.729 -20.972  -0.440
H 7.184 32.077 -20.578  0.085
H 5.912 29.820 -20.359  0.113
H -8.023 31.969 -21.166  0.088
H -5.492 29.543 -17.529  0.126
C 1.170 21.791 -17.002  -0.246
H -0.162 22.802 -15.129  0.056
H -3.063 26.166 -23.303  0.090
H 2.715 20.281 -15.713  0.088
C -8.373 30.996 -21.506  -0.116
O -2.765 27.156 -18.943  0.120
H -0.765 22.505 -17.531  0.142
C 5.491 24.014 -22.864  -0.194
H -5.819 32.464 -16.716  0.077
H -4.764 27.747 -20.923  0.071
H 3.831 31.711 -15.223  0.039
H 1.727 24.294 -17.722  0.103
H -1.444 24.796 -21.629  0.123
H -5.412 27.689 -22.549  0.079
H 0.079 24.858 -18.043  0.073
N -0.916 29.264 -14.414  0.032
N -6.219 26.301 -16.738  0.039
H 3.250 30.813 -26.764  0.124
H -6.863 27.749 -19.878  0.126
O 0.580 27.253 -18.062  0.220
H 0.475 25.979 -8.142  0.081
O 7.702 30.171 -21.242  -0.186
H -3.892 25.402 -19.030  -0.003
O -1.064 27.324 -16.549  0.127
H 4.357 30.324 -23.991  0.062
N 3.531 29.818 -24.287  0.053
C -4.146 26.345 -15.474  -0.039
H -3.519 25.863 -14.726  0.079
C -8.004 28.706 -21.338  -0.201
N -0.150 23.544 -15.830  0.057
H -1.134 24.155 -13.384  0.061
H 1.058 32.112 -24.098  0.071
H 0.967 29.522 -15.173  0.139
N 4.500 32.041 -15.920  0.053
H 5.957 31.276 -18.091  0.070
H -7.815 25.879 -20.755  0.070
O -0.773 27.042 -19.961  0.242
N -8.050 30.273 -18.044  0.055
H -0.158 31.697 -13.365  0.137
C -0.334 31.039 -16.053  -0.049
H 2.978 31.167 -12.429  0.096
H -7.051 23.445 -12.737  0.086
H -0.849 23.929 -11.638  0.074
C 6.573 28.089 -21.366  -0.430
H 8.278 31.158 -19.511  0.086
H 3.241 25.314 -23.225  0.036
H -6.555 26.133 -14.010  0.132
C 0.642 23.205 -21.382  -0.064
H 0.148 27.552 -8.914  0.084
H -7.592 32.564 -16.586  0.074
H 0.896 23.609 -19.069  0.043
C 1.869 31.523 -23.650  -0.057
H 0.525 24.111 -12.709  0.083
H -0.122 27.469 -13.736  0.026
C 0.343 26.491 -11.361  -0.226
H -5.516 23.553 -11.797  0.088
N 6.038 28.426 -22.693  0.067
H 8.150 23.682 -23.447  0.083
H 1.716 26.652 -9.200  0.086
H 1.468 19.343 -14.897  0.085
C 4.167 22.282 -24.145  -0.066
H 3.212 32.440 -17.476  0.137
H 2.453 30.254 -16.800  0.112
C 0.635 26.581 -9.037  -0.115
C 3.381 30.310 -17.391  -0.190
H 1.513 30.925 -22.819  0.057
H 0.016 23.509 -24.619  0.081
H 1.391 26.294 -11.622  0.130
H -8.980 28.444 -20.896  0.130
C 1.690 19.890 -15.810  -0.130
H 5.339 31.489 -15.756  0.070
O -4.704 24.875 -19.003  -0.080
O -4.432 31.093 -18.355  -0.175
C -6.224 25.213 -14.528  -0.213
C -6.172 24.061 -12.500  -0.145
H 4.657 27.376 -16.803  0.092
H 1.729 19.186 -16.657  0.090
H 4.801 21.467 -23.800  0.071
C 2.464 26.914 -20.849  -0.359
C 5.097 31.934 -18.257  -0.074
H -8.179 28.690 -22.425  0.127
N 3.353 24.564 -23.901  0.051
O 0.042 25.873 -10.118  -0.198
H 2.162 22.187 -16.725  0.130
H 7.826 23.821 -25.163  0.086
C 0.625 30.991 -13.700  -0.239
C 7.383 23.508 -24.216  -0.139
O 6.275 24.336 -24.020  -0.192
O 1.550 26.307 -20.093  0.224
H -3.992 24.905 -24.104  0.087
H -6.996 31.873 -18.801  0.134
O 4.294 29.350 -16.885  -0.170
C 2.147 28.432 -20.793  -0.383
N 0.623 23.268 -23.831  0.038
C 0.144 30.183 -14.882  -0.412
O -2.098 24.350 -23.606  -0.180
H -7.822 29.537 -17.376  0.060
H 3.133 21.930 -24.208  0.052
H 1.637 31.291 -28.275  0.086
H -6.571 24.932 -11.943  0.089
H -8.139 29.893 -18.985  0.036
O 1.778 31.664 -14.035  -0.189
C -3.261 25.088 -23.315  -0.110
H -1.576 26.262 -12.340  0.139
O 1.791 32.288 -26.477  -0.195
H 5.346 32.991 -18.312  0.076
H 6.764 28.864 -23.256  0.076
H 0.532 30.748 -27.009  0.086
H 0.678 24.085 -15.567  0.072
H -6.402 25.839 -21.435  0.060
H -0.600 26.148 -14.462  0.039
C -1.566 27.149 -18.919  -0.373
H -2.443 30.961 -18.464  0.087
H 3.566 23.236 -22.349  0.124
H -5.727 29.782 -19.275  0.103
H 1.331 21.322 -17.991  0.134
C 2.463 30.670 -24.788  -0.443
H 0.297 32.318 -27.887  0.083
C 4.087 28.076 -17.415  -0.101
B 0.620 27.270 -19.540  -0.917
C 7.815 27.218 -21.549  -0.057
C -5.571 28.115 -21.555  -0.052
H -9.444 30.896 -21.278  0.094
C 6.877 29.301 -20.514  -0.227
H 4.811 31.617 -19.270  0.068
O 3.324 26.368 -21.447  0.160
H 3.419 32.648 -13.230  0.082
H -1.301 31.491 -15.834  0.081
C 2.859 31.486 -25.987  -0.207
H 0.025 23.314 -20.478  0.063
H -6.371 27.221 -16.338  0.064
C -0.667 27.223 -17.670  -0.394
H 5.359 29.173 -22.549  0.039
H -8.288 30.957 -22.600  0.090
H 3.656 32.203 -25.762  0.130
O 2.818 29.291 -21.281  0.129


Density functional theory data (ωB97M-V/def2-TZVPD) for a cluster of 2 separate species, C14H23Br2F3N2O5P in total at a distorted geometry.

Highest occupied orbital energy = -12.3 eV
Frontier orbital gap = 7.30 eV
Calculated total energy = -185621.444 eV
Total charge = +1
Multiplicity = 1
Lowest unoccupied orbital energy = -0.1825 Eh

Last column: Löwdin charge in e.
CARTESIAN COORDINATES (ANGSTROEM)
H -6.994 3.010 3.334  0.087
H -7.083 1.804 2.035  0.070
H 6.310 2.543 -2.016  0.109
C 3.572 0.393 -1.391  -0.076
H 0.083 -0.141 -1.727  0.146
C -5.876 1.799 -0.467  0.015
C 4.898 -3.242 -0.673  -0.163
C -5.192 2.864 2.151  -0.224
C -1.198 1.322 0.110  -0.203
O 2.999 3.007 -2.916  -0.212
O 4.362 3.031 -0.484  -0.396
H -1.624 1.531 1.198  0.109
C 1.202 -2.866 -0.418  -0.555
F 5.327 -3.487 0.735  0.032
C 3.945 -1.925 -0.878  0.054
C 0.959 0.535 -1.284  -0.182
H 2.844 3.934 -2.520  0.117
H -1.689 0.361 -0.360  0.038
H 0.929 -3.407 -1.447  0.145
H -0.221 -5.007 1.295  0.084
H 0.673 -3.852 2.624  0.086
H -5.679 1.875 -1.541  0.097
H 0.832 0.645 1.094  0.096
H -6.613 1.011 -0.295  0.103
Br 1.074 3.180 0.263  0.640
C -4.594 1.439 0.224  -0.483
O -4.400 1.857 1.495  -0.012
H 5.678 -0.428 -1.346  0.170
H 1.114 1.421 -2.033  0.119
C -6.427 2.253 2.785  -0.063
H 2.802 -3.653 1.121  0.123
H 1.349 -5.555 2.182  0.100
O -3.767 0.712 -0.325  0.032
C 1.830 -4.041 0.548  -0.277
F 6.174 -2.949 -1.429  0.001
H -6.282 2.762 -0.164  0.075
F 4.355 -4.489 -1.328  0.019
H -1.438 2.216 -0.622  0.087
O 5.655 2.067 -2.623  -0.212
H -6.145 1.453 3.478  0.087
C 2.321 -1.730 -0.779  0.021
N 4.663 -0.642 -1.231  0.134
H 2.123 -4.942 -0.139  0.120
N 2.233 -0.267 -1.148  -0.028
H -4.560 3.289 2.938  0.126
C 0.470 1.236 0.151  -0.630
H -5.431 3.686 1.471  0.117
Br -0.454 -2.194 0.476  0.798
C 0.813 -4.601 1.705  -0.210
P 4.079 2.182 -1.826  0.768


Density functional theory data (ωB97M-V/def2-TZVPD) for an isolated molecule of C8H12Cl2 at a distorted geometry.

Energy relative to the best compared isomer or geometry (same formula, charge and spin) = 194.0 kJ/mol
Highest occupied orbital energy = -8.8 eV
Frontier orbital gap = 9.53 eV
Calculated total energy = -33532.332 eV
Structure (SMILES) = CC(C)=C1C(C)(C)C1(Cl)Cl
Multiplicity = 1
Lowest unoccupied orbital energy = 0.0263 Eh

Last column: Löwdin charge in e.
CARTESIAN COORDINATES (ANGSTROEM)
H 0.377 2.210 -1.111  0.040
C -0.571 1.876 -1.271  -0.006
H 2.737 -1.696 -0.825  0.092
C -1.802 -0.147 0.056  -1.133
H -0.554 -2.895 0.489  0.110
C 2.280 -0.792 -0.371  -0.020
Cl -2.616 -0.516 -1.456  0.625
H 1.286 -2.802 0.921  0.048
Cl -2.827 -0.450 1.380  0.658
H -0.540 1.187 2.239  0.077
C -0.787 0.978 0.035  -0.480
C -0.142 -0.335 0.074  -0.131
H 2.302 0.141 -0.954  0.076
C 0.826 -1.158 -0.060  -0.327
H 0.694 -3.244 -0.610  0.092
H 2.584 -0.419 0.645  0.103
H -0.454 1.179 -2.054  0.053
H -1.326 2.589 -1.361  0.067
H -1.439 2.561 1.395  0.068
C 0.514 -2.586 0.276  -0.048
C -0.676 1.821 1.371  -0.029
H 0.135 2.496 1.192  0.064


Density functional theory data (ωB97M-V/def2-TZVPD) for a structure of composition C24H24AsN3O9PtS at a distorted geometry.

Energy relative to the best compared isomer or geometry (same formula, charge and spin) = 78.7 kJ/mol
Highest occupied orbital energy (alpha / beta) = -7.7 / -7.7 eV
Frontier orbital gap (alpha / beta) = 6.57 / 6.57 eV
Calculated total energy = -123089.335 eV
Multiplicity = 1
Lowest unoccupied orbital energy (alpha / beta) = -0.0399 / -0.0399 Eh

Last column: Löwdin charge in e.
CARTESIAN COORDINATES (ANGSTROEM)
H -2.717 -3.602 -4.279  0.096
H -2.938 -4.171 -2.607  0.100
C 3.160 -0.123 1.983  -0.047
H 2.435 3.053 1.427  0.027
O 4.554 -0.855 6.410  0.065
C -2.819 -1.575 0.002  -0.136
H 2.397 4.337 -1.807  0.046
O 2.521 1.034 -0.058  -0.317
O 4.659 0.830 0.424  0.081
C -1.515 -1.114 -4.514  -0.001
H -4.430 -0.210 0.034  0.146
H -0.469 0.030 -5.981  0.109
H -1.055 -4.615 1.579  0.118
H 0.400 6.032 -0.458  0.040
O 1.189 -1.256 1.220  -0.173
H 2.045 4.800 1.366  0.044
C -2.594 0.148 -2.781  -0.181
C 1.990 -0.920 2.164  -0.280
H -1.347 -3.570 -3.127  0.105
O -0.796 -0.967 -1.037  -0.282
C 1.777 -1.416 3.482  -0.055
H -1.244 -2.058 -4.962  0.109
H -3.988 1.064 -1.623  0.158
As 0.633 3.535 -0.233  0.724
Pt 0.822 0.091 -0.356  0.962
H 4.965 0.609 2.837  0.133
C -1.423 1.295 -4.537  -0.083
S -0.779 1.954 -0.201  0.218
H -1.098 2.218 -4.998  0.103
C -2.888 -3.482 1.490  -0.075
C -1.078 0.071 -5.088  -0.067
H -0.973 5.319 0.427  0.038
H 2.497 -1.693 5.475  0.133
H 0.197 -3.140 0.068  0.117
C -3.550 -0.501 -0.532  0.012
C -2.300 -1.085 -3.368  -0.232
N 4.793 -0.336 5.334  -0.363
H 0.961 3.666 2.222  0.048
C -1.441 -1.804 -0.275  -0.339
N 0.543 -2.141 3.806  -0.338
H 1.239 3.229 -2.609  0.037
C 1.640 3.788 1.381  -0.216
C 3.828 -0.528 4.255  -0.139
H -4.535 -2.175 1.175  0.114
C -2.182 1.326 -3.380  -0.049
C -0.308 5.204 -0.426  -0.261
H -3.410 -4.118 2.190  0.106
O -2.835 -2.171 -2.774  -0.076
C -2.427 -3.450 -3.237  -0.046
H 2.508 2.573 -1.531  0.020
N -3.392 0.248 -1.608  0.135
C -3.502 -2.401 0.937  -0.028
O 0.621 -3.032 4.636  0.069
C 1.835 3.408 -1.717  -0.236
C 3.506 0.577 0.697  -0.566
H -2.429 2.267 -2.906  0.100
C 2.684 -1.262 4.503  0.077
C 4.064 0.039 3.013  0.070
C -0.842 -2.949 0.291  -0.020
O -0.491 -1.783 3.282  0.089
H -0.896 5.182 -1.341  0.033
C -1.549 -3.756 1.139  -0.048
O 5.780 0.335 5.100  0.069


Density functional theory data (ωB97M-V/def2-TZVPD) for a cluster of 2 separate species, CH8BN3 in total at a distorted geometry.

Energy relative to the best compared isomer or geometry (same formula, charge and spin) = 429.8 kJ/mol
Highest occupied orbital energy (alpha / beta) = -10.0 / -8.2 eV
Frontier orbital gap (alpha / beta) = 10.46 / 6.68 eV
Calculated total energy = -6311.466 eV
Multiplicity = 1
Lowest unoccupied orbital energy (alpha / beta) = 0.0155 / -0.0572 Eh

Last column: Löwdin charge in e.
CARTESIAN COORDINATES (ANGSTROEM)
H 2.176 0.294 -1.072  0.037
H 0.803 -1.039 -2.481  0.071
H 1.963 0.321 0.547  0.050
N 0.294 -1.350 -1.666  0.167
H -0.971 -1.672 0.766  0.059
C -1.403 1.577 1.623  0.066
H -0.621 -1.681 -1.780  0.046
H -1.335 2.464 0.994  -0.013
H -2.155 0.867 1.392  -0.034
H -0.409 1.360 1.834  -0.059
N -0.373 -0.881 0.599  0.284
B 0.509 -0.668 -0.413  -0.824
N 1.524 0.410 -0.343  0.150


Density functional theory data (ωB97M-V/def2-TZVPD) for a cluster of 2 separate species, C5H13NO in total at a distorted geometry.

Energy relative to the best compared isomer or geometry (same formula, charge and spin) = 41.4 kJ/mol
Highest occupied orbital energy = -9.9 eV
Frontier orbital gap = 10.73 eV
Calculated total energy = -8933.582 eV
Structure (SMILES) = CCC(N)=O.CC
Multiplicity = 1
Lowest unoccupied orbital energy = 0.0312 Eh

Last column: Löwdin charge in e.
CARTESIAN COORDINATES (ANGSTROEM)
H -2.578 0.358 -0.346  0.050
C 1.788 0.745 -0.751  -0.097
H 0.196 1.621 0.512  0.109
H 1.639 1.640 -1.350  0.073
H 2.839 0.505 -0.628  0.078
O 1.311 -1.449 0.844  0.050
H -2.693 1.585 -1.592  0.055
N -0.175 -0.473 2.209  0.155
C 1.000 0.888 0.551  -0.183
H -0.730 0.645 -2.644  0.064
H -1.599 -0.978 -2.659  0.069
C -2.585 0.523 -1.427  -0.156
C -1.340 -0.072 -2.108  -0.148
H -0.722 -0.509 -1.338  0.029
H -3.490 -0.011 -1.721  0.058
H 1.357 -0.145 -1.201  0.051
H -0.340 -1.366 2.642  0.105
C 0.711 -0.445 1.176  -0.580
H 1.668 1.300 1.323  0.122
H -0.839 0.246 2.431  0.096


What is the calculated total energy in the fifth record?
-6311.466 eV